[1]
Here is a cluster of 12 separate species, C30H46BrN13O23S in total at a distorted geometry from the Open Molecules 2025 dataset. Energies are from ωB97M-V/def2-TZVPD.

## Properties
lowest unoccupied orbital energy = -0.4 eV
total energy = -179155.4060 eV
structure (SMILES) = O=C(Br)Cc1cc2c(c(-c3ccccn3)c1)Sc1ccccc1N2.C[N+](=O)[O-].C[N+](=O)[O-].C[N+](=O)[O-].C[N+](=O)[O-].C[N+](=O)[O-].C[N+](=O)[O-].C[N+](=O)[O-].C[N+](=O)[O-].C[N+](=O)[O-].C[N+](=O)[O-].C[N+](=O)[O-]
gap between HOMO and LUMO = 7.2 eV

XYZ file:
```
114
Properties=species:S:1:pos:R:3:forces:R:3:mulliken_charge:R:1
O 8.474 -1.536 1.543 0.89 -4.01 -4.05 -0.494
C 8.583 -2.275 0.524 -1.16 4.52 2.74 0.384
Br 9.231 -4.157 0.636 -0.45 1.25 -0.18 -0.160
C 8.147 -1.591 -0.876 -0.03 -0.81 0.07 -0.262
C 6.563 -1.333 -0.854 -2.75 1.03 -0.29 0.802
C 5.505 -2.489 -0.750 -0.69 3.28 -0.28 -0.627
C 3.954 -2.196 -0.780 3.77 2.41 -0.53 0.115
C 3.545 -0.712 -0.911 2.42 -1.16 0.16 0.179
C 4.599 0.456 -1.005 0.30 -2.07 0.02 0.325
C 3.962 1.932 -1.161 0.41 0.82 1.16 -0.448
C 3.979 2.810 0.111 -1.97 2.13 -3.07 -0.360
C 3.326 4.238 -0.020 0.24 -2.38 -3.50 -0.330
C 2.754 4.626 -1.428 2.01 -3.82 1.15 -0.410
C 2.866 3.554 -2.539 0.42 0.75 1.90 -0.055
N 3.459 2.258 -2.455 -0.42 3.03 3.87 -0.339
C 6.120 0.174 -0.985 -3.07 -3.13 0.27 -0.720
S 1.727 -0.278 -1.000 1.15 -1.58 0.59 -0.170
C 0.941 -1.779 -0.254 -0.82 -2.10 1.12 0.585
C -0.526 -1.595 0.294 1.79 -3.44 0.18 -0.451
C -1.256 -2.812 0.920 4.12 0.25 -1.90 -0.502
C -0.482 -4.174 0.987 1.07 2.74 -1.40 -0.505
C 0.983 -4.335 0.444 -2.52 3.16 0.13 -0.517
C 1.730 -3.105 -0.203 -4.18 -1.03 1.61 0.074
N 3.077 -3.370 -0.723 -0.87 2.63 0.31 -0.081
H 8.739 -0.603 -0.927 -1.10 -1.54 0.22 0.017
H 8.499 -2.225 -1.762 -0.72 0.76 1.28 0.450
H 5.849 -3.586 -0.671 -0.59 1.97 -0.11 0.358
H 4.406 2.461 1.122 -0.78 0.47 -2.02 0.366
H 3.274 4.981 0.847 0.11 -1.35 -1.38 0.353
H 2.253 5.631 -1.650 0.87 -1.81 0.47 0.320
H 2.422 3.843 -3.564 0.87 -0.70 1.81 0.319
H 6.886 1.027 -1.089 -1.44 -1.60 0.21 0.208
H -1.020 -0.561 0.175 0.91 -1.93 0.30 0.279
H -2.326 -2.661 1.276 1.69 -0.48 -0.44 0.385
H -1.077 -5.052 1.434 1.39 1.39 -0.81 0.292
H 1.451 -5.374 0.531 -0.51 1.86 -0.24 0.337
H 3.082 -3.929 -1.586 -0.03 0.47 0.56 0.297
C 6.230 -1.889 3.537 0.12 -0.09 -0.28 -0.612
N 4.988 -2.006 4.345 -0.32 -0.10 0.06 0.913
O 4.043 -2.591 3.840 0.37 0.31 0.40 -0.518
O 5.005 -1.505 5.458 -0.10 -0.25 -0.51 -0.559
H 6.071 -2.376 2.576 -0.09 0.09 0.16 0.197
H 6.436 -0.828 3.402 0.05 -0.14 0.11 0.285
H 7.029 -2.380 4.090 -0.06 0.19 0.00 0.288
C -2.082 4.116 -0.543 -0.22 0.01 0.25 -0.742
N -0.673 4.282 -0.984 0.24 -0.04 0.04 0.919
O 0.126 4.700 -0.162 -0.42 -0.10 -0.47 -0.494
O -0.420 3.986 -2.141 -0.04 0.23 0.55 -0.506
H -2.161 4.414 0.501 0.12 -0.03 -0.16 0.317
H -2.703 4.752 -1.174 0.14 -0.16 0.03 0.240
H -2.341 3.064 -0.664 0.02 0.12 -0.11 0.277
C -6.262 4.248 -2.606 0.16 0.03 -0.36 -0.701
N -5.421 4.923 -1.584 -0.11 0.06 -0.13 0.950
O -4.531 5.661 -1.981 -0.31 -0.18 0.43 -0.579
O -5.680 4.688 -0.414 0.37 0.18 -0.51 -0.517
H -5.920 4.547 -3.596 0.04 0.07 0.22 0.343
H -6.147 3.174 -2.466 -0.11 0.40 0.06 0.312
H -7.292 4.561 -2.444 0.10 -0.19 0.13 0.232
C 7.589 -7.771 1.500 0.24 0.23 0.13 -0.398
N 6.358 -8.220 0.800 -0.25 -0.02 -0.14 0.937
O 5.726 -7.380 0.182 0.17 -0.57 0.27 -0.525
O 6.069 -9.405 0.895 0.03 0.68 -0.13 -0.559
H 7.722 -6.704 1.330 -0.14 -0.16 -0.05 -0.010
H 7.457 -7.979 2.562 0.00 -0.13 -0.14 0.257
H 8.425 -8.335 1.087 -0.13 -0.05 0.12 0.297
C 3.943 -10.297 3.594 -0.05 0.00 -0.42 -0.593
N 4.787 -9.645 4.629 0.14 0.12 0.20 0.861
O 5.693 -8.921 4.241 -0.35 -0.27 0.35 -0.503
O 4.513 -9.881 5.793 0.27 0.21 -0.60 -0.530
H 4.300 -9.998 2.610 0.04 -0.01 0.18 0.204
H 4.033 -11.374 3.726 -0.09 0.14 0.10 0.272
H 2.917 -9.965 3.750 0.11 -0.13 0.11 0.280
C -7.439 -0.514 -1.425 0.05 -0.18 0.32 -0.416
N -7.514 0.495 -2.513 -0.05 -0.23 -0.01 0.986
O -7.403 1.672 -2.198 -0.31 -0.67 -0.39 -0.569
O -7.682 0.074 -3.646 0.06 0.49 0.53 -0.556
H -7.289 0.001 -0.478 -0.03 0.00 -0.21 0.310
H -8.379 -1.062 -1.421 0.16 0.06 -0.09 0.305
H -6.598 -1.172 -1.642 -0.16 0.15 -0.03 -0.026
C -4.457 -4.137 -2.457 0.25 -0.05 -0.27 -0.769
N -4.949 -3.163 -1.448 0.02 0.21 0.29 0.775
O -4.431 -2.050 -1.443 -0.58 -0.75 0.17 -0.494
O -5.836 -3.547 -0.696 0.67 0.53 -0.52 -0.470
H -3.677 -3.664 -3.051 -0.13 0.02 0.17 0.314
H -4.064 -4.998 -1.918 -0.17 0.06 -0.04 0.287
H -5.304 -4.415 -3.084 0.04 -0.05 0.18 0.311
C -6.054 7.262 0.888 0.16 -0.25 0.01 -0.762
N -6.360 8.368 1.833 0.13 -0.02 0.32 0.920
O -5.855 8.315 2.941 -0.39 0.25 -0.57 -0.529
O -7.099 9.253 1.426 0.25 -0.24 0.27 -0.572
H -5.392 6.553 1.379 -0.15 0.19 -0.02 0.342
H -6.999 6.788 0.623 0.07 0.13 -0.01 0.268
H -5.572 7.700 0.015 -0.14 -0.02 0.05 0.301
C -11.642 1.210 -2.410 0.17 0.07 -0.33 -0.674
N -11.499 0.518 -1.102 -0.11 -0.06 0.29 0.848
O -10.504 -0.173 -0.938 -0.46 0.25 0.09 -0.509
O -12.387 0.692 -0.287 0.58 -0.19 -0.40 -0.518
H -10.783 0.965 -3.032 -0.09 -0.02 0.16 0.260
H -12.564 0.856 -2.869 0.04 0.13 0.14 0.286
H -11.683 2.280 -2.212 -0.13 -0.14 0.02 0.285
C 11.341 1.268 0.682 -0.19 -0.16 0.27 -0.580
N 11.679 1.161 -0.762 0.12 0.05 -0.28 0.891
O 11.194 0.228 -1.385 0.22 0.42 0.13 -0.517
O 12.419 2.014 -1.219 -0.41 -0.53 0.15 -0.538
H 10.678 0.446 0.950 0.10 0.09 -0.11 0.162
H 12.273 1.211 1.243 -0.09 0.14 -0.09 0.295
H 10.846 2.227 0.833 0.18 -0.05 -0.02 0.283
C -10.401 9.094 0.730 -0.06 0.38 -0.03 -0.561
N -10.315 7.710 0.196 -0.04 -0.12 -0.16 0.871
O -10.631 7.537 -0.970 0.22 -0.14 0.56 -0.537
O -9.931 6.845 0.967 -0.12 0.31 -0.48 -0.510
H -10.754 9.754 -0.061 0.04 -0.21 0.05 0.285
H -11.102 9.083 1.563 0.18 -0.07 -0.02 0.280
H -9.402 9.383 1.056 -0.12 -0.12 0.08 0.194
```
Positions in Å, forces in eV/Å.


[2]
Here is an isolated molecule of C4H7FN2O at a distorted geometry from the Open Molecules 2025 dataset. Energies are from ωB97M-V/def2-TZVPD.

## Properties
lowest unoccupied orbital energy = 1.0 eV
total energy = -12004.0458 eV
structure (SMILES) = O/N=C\N1CC(F)C1
gap between HOMO and LUMO = 9.5 eV
relative energy (zero: lowest compared OMol25 entry of this formula, charge and spin) = 69.4 kcal per mole

XYZ file:
```
15
Properties=species:S:1:pos:R:3:forces:R:3:nbo_charge:R:1
O 1.724 0.250 -1.848 -0.06 0.04 0.28 -0.597
N 0.705 -0.596 -2.307 -0.61 -0.43 0.42 -0.200
C -0.050 -0.973 -1.340 0.95 0.72 -0.11 0.203
N 0.052 -0.642 -0.010 -0.24 -0.14 -0.48 -0.434
C -1.073 -0.788 0.924 0.76 -0.66 0.93 -0.240
C -0.454 0.367 1.746 0.36 -0.67 0.52 0.197
F -1.345 1.354 2.090 0.00 0.11 0.05 -0.352
C 0.434 0.668 0.534 0.41 0.10 0.26 -0.234
H 2.185 0.439 -2.661 0.30 0.17 -0.27 0.479
H -0.813 -1.667 -1.605 -0.55 -0.43 -0.15 0.189
H -1.113 -1.785 1.417 -0.14 0.66 -0.33 0.200
H -2.033 -0.496 0.533 -0.46 0.07 -0.28 0.197
H 0.097 0.044 2.663 -0.49 0.31 -0.72 0.171
H 0.044 1.519 -0.026 0.00 0.03 -0.12 0.205
H 1.509 0.770 0.696 -0.23 0.14 0.00 0.216
```
Positions in Å, forces in eV/Å.


[3]
Here is a cluster of 2 separate species, C4H14N2O in total at a distorted geometry from the Open Molecules 2025 dataset. Energies are from ωB97M-V/def2-TZVPD.

## Properties
lowest unoccupied orbital energy = 0.9 eV
total energy = -9401.6634 eV
structure (SMILES) = CCNCCN.O
gap between HOMO and LUMO = 9.6 eV
relative energy (zero: lowest compared OMol25 entry of this formula, charge and spin) = 44.8 kcal per mole

XYZ file:
```
21
Properties=species:S:1:pos:R:3:forces:R:3:nbo_charge:R:1
C 1.688 1.060 -1.096 1.06 0.55 -0.56 -0.652
C 0.837 2.084 -0.317 0.28 -0.71 -0.05 -0.221
N 0.299 1.607 0.952 0.31 -0.49 0.15 -0.609
C -0.622 0.475 0.931 0.98 -0.39 0.68 -0.232
C -0.131 -0.951 0.631 1.44 -0.67 -0.73 -0.247
N -1.055 -2.024 1.124 -0.44 2.01 -0.66 -0.850
H 2.452 1.535 -1.734 -0.18 0.47 0.37 0.210
H 2.281 0.561 -0.326 -0.15 -0.66 -0.34 0.203
H 1.244 0.412 -1.861 -0.55 -0.28 0.88 0.215
H 1.543 2.893 -0.067 -0.69 0.12 -0.20 0.199
H -0.025 2.410 -0.899 0.20 0.42 -0.14 0.193
H 1.037 1.427 1.620 0.14 0.09 -0.03 0.345
H -0.915 0.341 1.985 -1.17 0.79 -0.34 0.175
H -1.314 0.726 0.131 -1.01 -0.11 0.68 0.209
H 0.832 -1.210 1.109 0.05 0.85 -0.31 0.163
H 0.008 -0.926 -0.451 0.01 -0.92 0.00 0.191
H -0.509 -2.786 1.483 0.05 -0.14 0.23 0.361
H -1.467 -1.506 1.900 -0.43 -0.99 0.26 0.350
O -2.269 -1.719 -1.817 0.14 -0.32 0.04 -0.954
H -1.650 -2.242 -2.342 -0.15 0.14 0.02 0.462
H -2.265 -2.166 -0.955 0.09 0.24 0.05 0.489
```
Positions in Å, forces in eV/Å.


[4]
Here is an isolated molecule of C4H7NO2 at a distorted geometry from the Open Molecules 2025 dataset. Energies are from ωB97M-V/def2-TZVPD.

## Properties
lowest unoccupied orbital energy = 0.8 eV
total energy = -9845.6921 eV
structure (SMILES) = NC(=O)CCC=O
gap between HOMO and LUMO = 10.6 eV
relative energy (zero: lowest compared OMol25 entry of this formula, charge and spin) = 36.6 kcal per mole

XYZ file:
```
14
Properties=species:S:1:pos:R:3:forces:R:3:nbo_charge:R:1
N -2.384 0.686 0.206 -1.95 2.23 0.84 -0.862
C -1.334 -0.093 -0.225 -1.68 -0.18 -0.94 0.682
O -1.620 -1.126 -0.800 0.61 -0.29 0.23 -0.607
C 0.057 0.417 -0.062 0.17 2.58 -0.01 -0.534
C 1.134 -0.533 -0.534 0.99 -1.44 2.00 -0.513
C 2.160 -0.753 0.661 -1.35 1.51 -0.66 0.441
O 2.260 0.168 1.433 0.57 -0.63 0.41 -0.538
H -2.545 1.674 0.411 2.49 0.03 0.37 0.393
H -3.363 0.586 -0.034 0.39 -2.24 -0.69 0.398
H 0.237 0.884 0.936 -0.06 -1.13 -0.28 0.273
H 0.045 1.404 -0.585 0.12 -0.74 -0.39 0.242
H 1.862 -0.246 -1.283 -0.41 0.64 -0.63 0.235
H 0.653 -1.456 -0.866 0.22 -0.05 0.01 0.257
H 2.837 -1.613 0.742 -0.12 -0.29 -0.28 0.132
```
Positions in Å, forces in eV/Å.


[5]
Here is the ion C2H4FN2O with charge +1 at a distorted geometry from the Open Molecules 2025 dataset. Energies are from ωB97M-V/def2-TZVPD.

## Properties
lowest unoccupied orbital energy (alpha / beta) = -7.7 / -7.7 eV
total energy = -9869.7713 eV
structure (SMILES) = FCON1C=[NH+]1
gap between HOMO and LUMO (alpha / beta) = 8.8 / 8.8 eV
relative energy (zero: lowest compared OMol25 entry of this formula, charge and spin) = 72.2 kcal per mole
net charge = +1

XYZ file:
```
10
Properties=species:S:1:pos:R:3:forces:R:3:nbo_charge:R:1
F 1.694 -1.017 0.069 -0.08 -0.19 -0.84 -0.343
C 1.535 0.315 -0.190 2.78 0.47 1.21 0.287
O 0.352 0.703 0.337 -3.54 -0.06 -0.40 -0.312
N -0.768 0.228 -0.521 3.56 2.33 -1.92 0.015
C -1.911 0.165 0.097 1.34 -2.13 -0.50 0.510
N -1.448 -1.023 -0.178 0.51 -1.67 2.02 -0.313
H 1.826 0.651 -1.192 -0.80 -0.70 -0.20 0.202
H 2.213 0.850 0.503 -0.05 -0.14 -0.25 0.207
H -2.551 0.800 0.560 -2.26 1.54 1.66 0.266
H -0.942 -1.672 0.516 -1.46 0.55 -0.78 0.481
```
Positions in Å, forces in eV/Å.


[6]
Here is a structure of composition Ca9I2O12P3 at a distorted geometry from the Open Molecules 2025 dataset. Energies are from ωB97M-V/def2-TZVPD.

## Properties
lowest unoccupied orbital energy = -22.0 eV
total energy = -234523.9068 eV
gap between HOMO and LUMO = 3.4 eV
net charge = +7

XYZ file:
```
26
Properties=species:S:1:pos:R:3:forces:R:3:mulliken_charge:R:1
Ca -1.579 -1.197 -2.891 -0.07 -2.48 0.44 1.386
Ca 3.280 3.144 0.720 0.96 0.65 2.90 1.204
Ca 0.400 -4.475 -0.886 0.69 -1.30 0.39 1.391
Ca -4.778 0.074 2.048 0.64 -2.40 -0.35 1.374
Ca 2.862 0.914 -1.826 0.68 -1.62 0.52 1.450
Ca -0.171 -0.009 0.604 0.04 -0.07 2.68 1.249
Ca 2.644 -2.329 1.959 1.46 0.09 1.06 1.421
Ca -3.536 3.293 0.753 0.82 1.59 0.21 1.422
Ca -2.281 2.412 -3.161 -0.72 1.67 0.36 1.585
I -1.823 -1.990 2.320 -0.68 0.58 -0.41 -0.499
I 0.250 3.180 0.377 -0.77 -0.10 -0.88 -0.318
P -2.923 0.802 -0.524 -6.31 -4.21 -4.35 1.422
O -2.644 1.136 0.848 0.48 1.87 6.66 -0.846
O -1.707 0.083 -1.152 -0.17 1.37 -2.06 -0.119
O -3.202 2.216 -1.148 0.91 1.07 -2.30 -0.952
O -4.264 -0.019 -0.697 3.16 1.79 1.18 -0.800
P 2.797 0.516 1.772 5.16 -0.60 7.42 0.950
O 1.643 -0.407 1.914 -6.10 -0.35 -1.38 -0.703
O 3.839 -0.440 2.346 0.61 -0.44 -1.35 -0.821
O 2.838 1.864 2.468 -1.11 1.13 -0.77 -0.879
O 3.067 0.919 0.366 0.66 1.55 -7.45 -0.537
P 0.985 -1.883 -1.364 10.42 -2.00 0.74 0.683
O 1.164 -0.362 -1.112 -1.24 0.41 -1.78 0.129
O -0.411 -2.389 -1.274 -4.80 0.20 -2.75 -0.858
O 1.508 -2.645 -0.060 -0.53 -0.06 0.57 -0.661
O 2.039 -2.407 -2.402 -4.20 1.67 0.70 -0.673
```
Positions in Å, forces in eV/Å.